(1)
An isolated ion of composition C8H11N2O and charge +1 at a distorted geometry, computed with ωB97M-V/def2-TZVPD.

Last column: Mulliken charge in e.
Cartesian coordinates (Å):
C  -1.2922  1.8098  -0.4038  -0.92
N  -0.5402  0.5349  -0.5068  -0.02
C  -1.2250  -0.7286  -0.7336  -0.14
C  -0.6368  -1.7356  -0.1344  -0.71
C  0.6086  -1.4429  0.5228  0.35
C  1.8592  -1.6786  -0.1823  -0.43
C  2.8194  -0.7683  -0.4727  -0.33
C  2.7712  0.6051  -0.0965  0.21
O  3.5438  1.4877  -0.3714  -0.54
N  1.6474  0.9624  0.7180  -0.13
C  0.4508  0.1714  0.7234  -0.83
H  -1.6885  2.0037  0.6150  0.33
H  -0.7985  2.7808  -0.6172  0.34
H  -1.9600  1.6860  -1.2523  0.41
H  0.0287  0.9223  -1.4384  0.46
H  -2.1605  -0.7491  -1.3863  0.35
H  -0.9731  -2.6966  -0.2602  0.54
H  0.6507  -1.8521  1.5616  0.41
H  1.8952  -2.7411  -0.3719  0.38
H  3.6926  -1.2338  -1.0018  0.41
H  1.4896  2.0219  0.9231  0.33
H  -0.1220  0.6671  1.5015  0.52

Relative energy (zero: lowest compared OMol25 entry of this formula, charge and spin) ... 3.475 eV
Highest occupied orbital energy ... -13.898 eV
Total charge ... +1
Structure (SMILES) ... C[N@@H+]1C=C[C@H]2C=CC(=O)N[C@H]21
LUMO level ... -0.132 hartree
DFT total energy ... -13492.89750 eV
Max |F| ... 5.81 eV Å⁻¹

(2)
A 2-piece molecular cluster, C5H14N3 overall at a distorted geometry, computed with ωB97M-V/def2-TZVPD.

Last column: Mulliken charge in e.
Cartesian coordinates (Å):
C  0.7056  -0.9495  -1.3278  0.70
C  1.7983  -1.7331  -0.6756  -1.26
C  -1.7821  0.0972  0.1030  -1.11
C  -0.1901  0.0690  1.9071  -0.91
C  0.8177  0.4665  -0.8925  -0.56
N  -0.1365  -1.4774  -2.2095  -0.60
N  -0.7549  2.0639  0.8734  -0.89
N  -0.6439  0.7616  0.6726  0.69
H  2.6530  -1.3332  -1.0947  0.42
H  2.0374  -1.2669  0.2898  0.33
H  1.6586  -2.8049  -0.5516  0.34
H  -2.0823  0.7578  -0.6576  0.39
H  -1.5872  -0.9039  0.0074  0.50
H  -2.6980  0.0052  0.6822  0.35
H  -0.6151  0.6496  2.6739  0.37
H  -0.3726  -0.9894  1.7193  0.33
H  0.8777  0.2972  2.0394  0.35
H  1.6616  0.8885  -0.4107  0.42
H  0.3159  1.0137  -1.7077  0.33
H  -0.6070  -0.8682  -2.8727  0.27
H  -0.0405  2.5494  1.3702  0.26
H  -1.0157  2.7070  0.0621  0.27

Relative energy (zero: lowest compared OMol25 entry of this formula, charge and spin) ... 6.280 eV
Highest occupied orbital energy (alpha / beta) ... -13.629 / -13.626 eV
Total charge ... +1
LUMO level (alpha / beta) ... -0.198 / -0.198 hartree
DFT total energy ... -9870.88591 eV
Max |F| ... 4.87 eV Å⁻¹

(3)
C43H46Cl5CrN2O7S2 as an isolated structure at a distorted geometry, computed with ωB97M-V/def2-TZVPD.

Last column: Mulliken charge in e.
Cartesian coordinates (Å):
Cr  -0.0339  1.4567  -0.3163  -0.16
C  2.3093  -4.5572  -0.5871  -1.70
C  2.9683  -3.2386  -0.1931  1.30
C  4.4547  -3.4404  0.0703  -1.90
O  2.8292  -2.2705  -1.2258  -0.41
C  1.9556  -1.2405  -0.8179  -0.96
C  1.4616  -1.6558  0.5715  -0.84
O  2.3268  -2.7120  0.9498  -0.34
C  1.4517  -0.5444  1.6751  1.34
O  0.4106  0.3735  1.4129  1.30
C  2.8411  0.1086  1.7180  -0.34
C  2.9802  1.4606  1.4514  0.42
C  4.2252  2.0719  1.4047  -0.55
C  5.3664  1.3327  1.6621  -0.88
C  5.2407  -0.0129  1.9790  -1.39
C  3.9965  -0.6228  2.0046  -0.03
C  1.1478  -1.2892  2.9951  0.40
C  1.9123  -1.1364  4.1497  -0.17
C  1.5656  -1.7772  5.3312  -0.98
C  0.4477  -2.5936  5.3831  -0.82
C  -0.3191  -2.7574  4.2403  -0.91
C  0.0243  -2.1074  3.0663  -0.18
C  0.7944  -1.0223  -1.8157  2.39
O  0.0170  0.0138  -1.2811  0.55
C  1.2869  -0.5144  -3.1782  -0.40
C  0.3179  -0.2602  -4.1468  -0.35
C  0.6560  0.3687  -5.3316  -0.88
C  1.9733  0.7348  -5.5715  -0.58
C  2.9480  0.4429  -4.6324  -1.08
C  2.6078  -0.1702  -3.4327  -0.39
C  -0.0685  -2.2634  -1.9966  -0.61
C  -1.2711  -2.3677  -1.3079  0.67
C  -2.0869  -3.4770  -1.4670  -0.52
C  -1.7198  -4.4819  -2.3496  -0.81
C  -0.5335  -4.3707  -3.0595  -0.90
C  0.2966  -3.2753  -2.8754  0.04
H  2.7110  -4.8922  -1.5424  0.34
H  1.2331  -4.4273  -0.6850  0.28
H  2.5093  -5.3016  0.1824  0.48
H  4.9104  -3.8716  -0.8195  0.45
H  4.5981  -4.1063  0.9199  0.34
H  4.9290  -2.4827  0.2733  0.42
H  2.4966  -0.2868  -0.7518  1.31
H  0.4348  -2.0226  0.4916  -0.07
H  2.0907  2.0353  1.2822  -0.57
H  4.2906  3.1242  1.1579  0.49
H  6.3432  1.7964  1.6153  0.42
H  6.1236  -0.5966  2.2100  0.43
H  3.9167  -1.6709  2.2444  1.12
H  2.7884  -0.5036  4.1474  0.39
H  2.1669  -1.6214  6.2182  0.44
H  0.1739  -3.0861  6.3072  0.39
H  -1.1976  -3.3898  4.2664  0.44
H  -0.6056  -2.2432  2.1970  0.33
H  -0.7117  -0.5327  -3.9576  0.41
H  -0.1121  0.6007  -6.0582  0.44
H  2.2363  1.2452  -6.4891  0.40
H  3.9786  0.7164  -4.8205  0.44
H  3.3829  -0.3847  -2.7091  0.50
H  -1.5601  -1.5452  -0.6678  -0.78
H  -3.0119  -3.5590  -0.9086  0.49
H  -2.3595  -5.3447  -2.4814  0.42
H  -0.2567  -5.1413  -3.7670  0.46
H  1.2291  -3.1941  -3.4178  0.53
Cl  -1.5764  5.1351  -1.6129  -0.16
C  -2.5916  4.4301  -2.8101  0.80
C  -3.3930  5.2883  -3.5441  -0.72
C  -4.2286  4.7858  -4.5214  -0.38
C  -4.2581  3.4248  -4.7583  -0.80
C  -3.4484  2.5805  -4.0234  0.12
Cl  -3.5199  0.8889  -4.3696  -0.22
C  -2.5669  3.0386  -3.0195  -0.66
S  -1.5283  1.8159  -2.2878  0.49
H  -3.3429  6.3501  -3.3473  0.43
H  -4.8556  5.4481  -5.1014  0.37
H  -4.9049  3.0085  -5.5177  0.43
Cl  1.7899  4.4851  2.7297  -0.13
C  0.8553  4.9806  1.2881  1.03
Cl  -0.5587  5.8817  1.8355  -0.12
Cl  1.8593  5.9636  0.2403  -0.10
C  0.4258  3.6828  0.5851  -0.73
O  1.0731  3.2348  -0.3844  -0.36
O  -0.5212  3.0209  1.0683  -0.32
C  -2.5512  2.5550  3.6266  -1.19
S  -1.4409  1.3618  2.8195  1.43
C  -0.2211  1.4560  4.1382  -1.00
O  -2.1964  0.0374  3.2658  -0.55
H  -2.6524  2.3001  4.6787  0.45
H  -3.5102  2.4986  3.1234  0.29
H  -2.1268  3.5498  3.4983  0.29
H  -0.0647  2.4994  4.4013  0.57
H  0.7012  1.0278  3.7750  -0.13
H  -0.5977  0.8835  4.9834  0.45
N  -3.7620  -1.1495  1.5048  -0.28
C  -5.0419  -0.5635  1.0382  -0.74
C  -4.8572  0.5464  0.0084  -0.46
N  -4.2402  1.7208  0.6118  -0.19
H  -3.9421  -2.0594  1.9129  0.32
H  -2.8586  -0.3615  2.5378  0.37
H  -3.1348  -1.2689  0.7153  -0.14
H  -5.5535  -0.1605  1.9150  0.35
H  -5.6724  -1.3324  0.5799  0.35
H  -5.8347  0.7772  -0.4240  0.38
H  -4.2278  0.1721  -0.8043  0.22
H  -4.9177  2.4642  0.7238  0.28
H  -3.5145  2.0827  0.0051  -0.14

Relative energy (zero: lowest compared OMol25 entry of this formula, charge and spin) ... 1.589 eV
Spin multiplicity ... 4
Highest occupied orbital energy (alpha / beta) ... -7.314 / -7.433 eV
LUMO level (alpha / beta) ... -0.020 / 0.008 hartree
DFT total energy ... -175355.59469 eV
Max |F| ... 2.00 eV Å⁻¹

(4)
C59H69CsF3N10S2Sb2 as an isolated structure at a distorted geometry, computed with ωB97M-V/def2-TZVPD.

Last column: Mulliken charge in e.
Cartesian coordinates (Å):
Cs  -0.4335  0.6635  -0.6707  1.16
C  -2.9899  -2.6395  2.6265  -1.39
C  -3.5015  -2.0883  1.2950  -0.04
C  -3.6408  -0.5713  1.3015  0.24
Sb  -4.0901  0.4956  -0.5451  0.21
C  -6.2004  -0.0550  -0.6583  0.58
C  -6.6526  -1.1413  -1.4089  -0.22
C  -7.9994  -1.4798  -1.4658  -0.74
C  -8.9384  -0.7353  -0.7682  -0.38
C  -8.5106  0.3483  -0.0158  -0.82
C  -7.1623  0.6801  0.0377  -0.37
C  -4.6509  2.2860  0.8204  -0.20
C  -5.0087  3.4443  0.1269  -0.25
C  -5.1473  4.6802  0.7434  -0.61
C  -4.8986  4.8029  2.1042  -0.47
C  -4.5214  3.6792  2.8228  -0.25
C  -4.4071  2.4452  2.1886  0.23
Sb  -1.0089  -1.8683  3.0070  0.89
C  -0.5509  -3.2238  4.6165  0.47
C  -0.4743  -4.5928  4.3622  -0.51
C  -0.1147  -5.4901  5.3584  -0.63
C  0.1855  -5.0290  6.6329  -0.48
C  0.1219  -3.6693  6.9000  -0.67
C  -0.2426  -2.7764  5.8995  -0.57
C  -1.5870  -0.2163  4.2314  0.22
C  -2.4887  -0.3223  5.2893  -0.57
C  -2.8942  0.8096  5.9813  -0.97
C  -2.4150  2.0621  5.6126  -0.55
C  -1.5294  2.1819  4.5532  -0.46
C  -1.1123  1.0418  3.8766  0.33
H  -2.9158  -3.7308  2.6069  0.63
H  -3.6369  -2.3621  3.4624  0.57
H  -4.4685  -2.5384  1.0453  0.54
H  -2.8207  -2.4075  0.5094  -0.46
H  -2.7315  -0.0944  1.6931  -0.82
H  -4.4347  -0.2828  1.9942  0.44
H  -5.9426  -1.7390  -1.9574  0.18
H  -8.3121  -2.3334  -2.0571  0.40
H  -9.9891  -0.9976  -0.8081  0.34
H  -9.2279  0.9429  0.5385  0.39
H  -6.8567  1.5278  0.6377  0.37
H  -5.1771  3.3820  -0.9502  0.34
H  -5.4288  5.5530  0.1630  0.34
H  -4.9764  5.7675  2.5920  0.34
H  -4.2969  3.7637  3.8810  0.28
H  -4.0917  1.6016  2.7951  -0.19
H  -0.6956  -4.9729  3.3695  0.36
H  -0.0674  -6.5500  5.1389  0.40
H  0.4672  -5.7260  7.4125  0.36
H  0.3546  -3.2999  7.8920  0.39
H  -0.2950  -1.7175  6.1263  0.47
H  -2.8830  -1.2921  5.5754  0.41
H  -3.6000  0.7180  6.7985  0.35
H  -2.7521  2.9464  6.1398  0.42
H  -1.1870  3.1526  4.2167  0.27
H  -0.4380  1.1547  3.0366  0.19
N  2.2087  0.9701  -4.9451  0.14
C  3.0505  -0.0559  -4.5634  0.32
C  4.1639  -0.6367  -5.1604  -1.33
C  4.7710  -1.6651  -4.4640  -0.59
C  4.2894  -2.0940  -3.2168  -0.52
C  3.1823  -1.5142  -2.6296  -0.15
C  2.5533  -0.4844  -3.3271  -0.45
N  1.4321  0.2550  -2.9811  0.61
C  1.2628  1.1005  -3.9592  -0.13
C  0.2043  2.1141  -4.0417  -0.64
C  0.0998  3.0921  -4.9870  -0.44
S  -1.2762  4.0509  -4.6749  -0.22
C  -1.6284  3.0799  -3.3027  -0.39
N  -0.7882  2.1205  -3.0969  0.62
H  2.2468  1.4904  -5.8020  0.19
H  4.5420  -0.3033  -6.1184  0.39
H  5.6426  -2.1475  -4.8881  0.37
H  4.8014  -2.8980  -2.7029  0.49
H  2.8226  -1.8340  -1.6581  0.74
H  0.7507  3.3074  -5.8179  0.38
H  -2.4830  3.2713  -2.6667  0.32
C  0.3973  -3.6558  -0.8236  -1.02
N  1.6342  -4.3941  -0.7779  0.56
C  1.6034  -5.8253  -0.9318  -0.60
C  3.0517  -6.1863  -0.6521  -0.80
N  3.4499  -5.1511  0.2857  0.31
C  4.8390  -5.1418  0.6809  -1.10
C  2.6600  -4.0070  0.0820  -0.31
N  2.7062  -2.8176  0.5203  0.16
C  3.7341  -2.2265  1.3470  -1.21
C  3.2362  -1.9803  2.7813  -0.50
N  2.6092  -0.6840  2.8808  -0.13
C  2.8006  0.0932  3.8706  0.19
N  3.4262  -0.1543  5.1030  0.05
C  3.1483  -1.3857  5.8207  -0.90
C  3.4216  1.0637  5.9018  -0.65
C  3.0720  2.1595  4.8985  -0.58
N  2.4197  1.4205  3.8497  0.80
C  2.0622  2.0764  2.6138  -0.83
H  -0.0482  -3.7295  -1.8158  0.27
H  0.6073  -2.6152  -0.5946  0.19
H  -0.3257  -4.0266  -0.0854  0.31
H  1.2830  -6.1081  -1.9358  0.38
H  0.9270  -6.3015  -0.2062  0.30
H  3.6514  -6.1542  -1.5732  0.32
H  3.1621  -7.1737  -0.2011  0.43
H  5.1993  -6.1707  0.6504  0.40
H  4.9614  -4.7844  1.7007  0.32
H  5.4727  -4.5412  0.0173  0.31
H  3.9791  -1.2492  0.9220  0.21
H  4.6661  -2.7895  1.3930  0.48
H  4.0885  -2.0993  3.4631  0.38
H  2.5132  -2.7720  3.0163  0.00
H  2.5227  -2.0434  5.2262  0.22
H  2.6046  -1.1628  6.7450  0.35
H  4.0627  -1.9230  6.0853  0.23
H  4.3891  1.2329  6.3789  0.29
H  2.6614  0.9970  6.6899  0.37
H  3.9696  2.6735  4.5242  0.31
H  2.4083  2.9137  5.3260  0.32
H  1.1788  2.7024  2.7436  -0.11
H  1.8363  1.2896  1.8968  0.12
H  2.8811  2.6978  2.2307  0.46
F  -1.3575  6.1949  2.1159  -0.27
C  -0.0453  5.9808  2.2414  0.45
F  0.1329  5.1890  3.3200  -0.20
F  0.4886  7.1824  2.5965  -0.35
C  0.6116  5.4401  1.0018  0.25
C  1.6134  6.1826  0.4123  -0.37
C  2.2581  5.7047  -0.7213  -1.14
C  1.8577  4.4637  -1.1855  -0.19
N  0.9028  3.7273  -0.6401  0.16
C  0.2210  4.1833  0.4473  -1.08
S  -1.0547  3.2344  1.0832  0.58
H  1.8928  7.1367  0.8378  0.45
H  3.0445  6.2621  -1.2101  0.42
H  2.3472  4.0250  -2.0534  0.36
C  -2.3847  -2.3688  -4.2707  -1.61
C  -2.8793  -1.2033  -3.4018  2.64
C  -3.9826  -0.4599  -4.1505  -1.53
C  -3.2986  -1.6452  -2.0016  -0.74
H  -2.0284  -2.0295  -5.2500  0.40
H  -3.1948  -3.0860  -4.4370  0.40
H  -1.5698  -2.9038  -3.7759  0.17
H  -2.0069  -0.5450  -3.2993  -0.90
H  -4.8667  -1.0963  -4.2364  0.30
H  -3.6717  -0.1876  -5.1646  0.40
H  -4.2840  0.4520  -3.6324  0.16
H  -2.3777  -1.9190  -1.4660  -0.56
H  -3.8663  -2.5853  -2.0710  0.33

Relative energy (zero: lowest compared OMol25 entry of this formula, charge and spin) ... 0.886 eV
Highest occupied orbital energy ... -3.012 eV
Total charge ... -1
LUMO level ... 0.058 hartree
DFT total energy ... -120650.34038 eV
Max |F| ... 1.10 eV Å⁻¹

> Which of these has the lowest max |F|?

C59H69CsF3N10S2Sb2